Entry 1:
ORCA calculation (ωB97M-V/def2-TZVPD) on a cluster of 2 separate species, CH3N2OS2 in total at a distorted geometry.

Summary:
multiplicity: 1
E_LUMO: 3.0775 eV
molar mass: 123.182 u
energy relative to the best compared isomer or geometry (same formula, charge and spin): 0.977 eV
net charge: -1

Each line ends with the Mulliken charge.
Cartesian coordinates (Å):
C: -0.499 -1.305 -1.688  0.540
N: 1.176 0.695 0.954  -0.433
N: -0.202 1.186 1.078  -0.433
O: 0.283 -0.413 -1.754  -0.376
S: -1.616 -2.372 -1.914  -0.325
S: -1.444 0.013 1.046  -0.694
H: 1.472 0.557 1.849  0.209
H: 1.295 0.042 0.209  0.264
H: -0.464 1.599 0.221  0.247

Entry 2:
ORCA calculation (ωB97M-V/def2-TZVPD) on the ion CH3N2S with charge +1 at a distorted geometry.

Summary:
multiplicity: 1
E_LUMO: -5.2247 eV
molar mass: 75.116 u
energy relative to the best compared isomer or geometry (same formula, charge and spin): 0.032 eV
net charge: +1

Each line ends with the Mulliken charge.
Cartesian coordinates (Å):
C: -0.050 -0.124 0.264  0.480
N: 1.078 -0.759 -0.088  -0.257
N: -0.856 0.656 -0.315  -0.220
S: 0.319 -1.273 1.449  0.118
H: 2.018 -0.432 -0.223  0.317
H: -0.661 1.342 -1.016  0.271
H: -1.848 0.590 -0.071  0.290

Entry 3:
ORCA calculation (ωB97M-V/def2-TZVPD) on the ion CH3N2S2 with charge +1 at a distorted geometry.

Summary:
multiplicity: 1
E_LUMO (alpha / beta): -8.5323 / -8.5322 eV
molar mass: 107.183 u
energy relative to the best compared isomer or geometry (same formula, charge and spin): 3.636 eV
SMILES: S=[NH+]/C=[NH+]\[S-]
net charge: +1

Each line ends with the Mulliken charge.
Cartesian coordinates (Å):
C: -0.053 0.054 0.217  0.360
N: 0.307 -1.257 0.199  -0.303
N: -0.221 1.194 -0.501  -0.299
S: 0.965 -2.671 -0.507  0.183
S: -0.192 2.118 -1.937  0.181
H: -0.349 0.283 1.239  0.152
H: 0.106 -1.616 1.132  0.363
H: -0.563 1.895 0.157  0.362

Entry 4:
ORCA calculation (ωB97M-V/def2-TZVPD) on an isolated molecule of CH3N3 at a distorted geometry.

Summary:
multiplicity: 1
E_LUMO: -0.2056 eV
molar mass: 57.056 u
energy relative to the best compared isomer or geometry (same formula, charge and spin): 4.840 eV
SMILES: [H]/N=N\N=C

Each line ends with the Mulliken charge.
Cartesian coordinates (Å):
C: -1.383 -0.285 0.096  -0.381
N: 2.000 0.231 0.063  -0.422
N: -0.080 -0.128 -0.634  -0.136
N: 1.089 -0.428 -0.387  0.127
H: -1.085 -0.337 1.102  0.302
H: -2.250 -0.282 -0.523  0.293
H: 1.710 1.229 0.283  0.218

Entry 5:
ORCA calculation (ωB97M-V/def2-TZVPD) on a cluster of 2 separate species, CH3N3 in total at a distorted geometry.

Summary:
multiplicity: 1
E_LUMO: -12.1821 eV
molar mass: 57.056 u
energy relative to the best compared isomer or geometry (same formula, charge and spin): 0.704 eV
net charge: +2

Each line ends with the Mulliken charge.
Cartesian coordinates (Å):
C: 0.092 0.749 0.258  0.248
N: 0.491 -2.218 0.102  0.047
N: -0.501 -2.464 -0.274  0.605
N: 0.421 1.899 0.139  -0.032
H: -1.374 -2.700 -0.543  0.338
H: 0.509 2.347 1.105  0.414
H: 0.361 2.387 -0.788  0.378

Entry 6:
ORCA calculation (ωB97M-V/def2-TZVPD) on a cluster of 2 separate species, CH3N3O in total at a distorted geometry.

Summary:
multiplicity: 1
E_LUMO: 0.7397 eV
molar mass: 73.055 u
energy relative to the best compared isomer or geometry (same formula, charge and spin): 2.934 eV
SMILES: [H]/N=N\[H].N=C=O

Each line ends with the Mulliken charge.
Cartesian coordinates (Å):
C: 2.010 0.270 -0.005  0.510
N: -2.104 -0.572 0.375  -0.374
N: 1.059 0.806 0.431  -0.304
N: -1.217 0.021 -0.186  -0.003
O: 2.738 -0.532 -0.424  -0.427
H: -2.614 -1.354 0.047  0.204
H: 0.879 1.667 0.886  0.229
H: -0.750 -0.305 -1.124  0.165